{
  "formula": "C2H3N3O2",
  "method": "ωB97M-V/def2-TZVPD",
  "symbols": ["C", "C", "H", "H", "H", "N", "N", "N", "O", "O"],
  "positions_angstrom": [[0.301, -0.115, 0.658], [-0.214, 0.910, -1.232], [1.046, -2.059, -0.124], [-0.450, 1.267, -2.214], [-1.955, 0.263, 0.827], [0.839, -0.846, 1.533], [0.408, -0.248, -0.922], [-0.745, 0.881, 0.926], [1.408, -1.871, 0.846], [-0.639, 1.816, -0.297]],
  "forces_ev_per_a": [[-2.54, 1.75, -2.93], [1.87, -2.34, 1.00], [0.68, 1.39, 2.77], [0.40, -0.11, -0.62], [4.73, 2.32, -0.06], [-1.05, 0.37, -1.83], [-2.68, 4.25, 2.28], [-2.25, -0.85, -0.28], [1.17, -2.87, -1.55], [-0.33, -3.90, 1.22]],
  "lowdin_charge": [-0.378, -0.208, 0.142, 0.120, 0.276, 0.047, 0.123, 0.055, -0.111, -0.067],
  "de_lowest_ev": 7.087,
  "lumo_energy_ev": -0.45,
  "gap_ev": 9.1
}